The following is a quantum chemistry calculation of the molecule C7H9NO2S, from the OMol25 dataset.

- SMILES: NS(=O)(=O)Cc1ccccc1
- Multiplicity: 1
- Energy relative to the best compared isomer or geometry (same formula, charge and spin): 39.6 kJ/mol
- HOMO energy: -9.13 eV

Last column: Mulliken charge in e.
Element x y z (Å)
N: -0.045 0.232 3.274  -0.57
S: -0.526 0.288 1.700  1.18
O: -1.567 -0.707 1.423  -0.63
O: -0.694 1.685 1.280  -0.63
C: 0.936 -0.320 0.797  -1.06
C: 0.682 -0.247 -0.672  0.55
C: 0.165 -1.358 -1.246  -0.18
C: -0.165 -1.438 -2.581  -0.72
C: 0.262 -0.355 -3.401  -0.25
C: 0.874 0.796 -2.871  -0.54
C: 1.057 0.859 -1.495  -0.21
H: -0.342 1.175 3.731  0.30
H: -0.405 -0.593 3.822  0.30
H: 1.138 -1.348 1.111  0.43
H: 1.724 0.417 1.097  0.39
H: -0.184 -2.171 -0.663  0.33
H: -0.727 -2.282 -3.016  0.36
H: 0.014 -0.294 -4.462  0.32
H: 1.136 1.697 -3.482  0.31
H: 1.595 1.719 -1.065  0.31

=====

The following is a quantum chemistry calculation of the molecule C7H9NO2S, from the OMol25 dataset.

- SMILES: C=CC1=N[C@@](S)(CC)C(=O)O1
- Multiplicity: 1
- Energy relative to the best compared isomer or geometry (same formula, charge and spin): 187.3 kJ/mol
- HOMO energy: -9.23 eV

Last column: Mulliken charge in e.
Element x y z (Å)
C: 3.155 1.293 -0.922  -0.60
C: 2.282 1.583 0.031  -0.39
C: 0.983 0.940 0.118  0.76
N: 0.458 0.183 -0.742  -0.51
C: -0.916 -0.067 -0.485  0.53
S: -1.966 0.936 -1.646  -0.26
C: -1.412 -1.505 -0.307  -0.45
C: -0.713 -2.294 0.821  -1.40
C: -1.076 0.952 0.982  0.41
O: -1.991 1.097 1.729  -0.54
O: 0.128 1.486 1.093  -0.38
H: 4.044 1.932 -1.088  0.26
H: 3.025 0.426 -1.596  0.27
H: 2.180 2.566 0.608  0.25
H: -2.892 1.370 -0.632  0.19
H: -2.401 -1.279 -0.130  0.30
H: -1.287 -2.220 -1.086  0.39
H: 0.283 -2.435 0.669  0.40
H: -1.208 -3.316 0.954  0.30
H: -0.678 -1.649 1.628  0.45

=====

The following is a quantum chemistry calculation of the molecule C7H9NO3S, from the OMol25 dataset.

- SMILES: C=CS(=O)(=O)NCc1ccco1
- Multiplicity: 1
- Energy relative to the best compared isomer or geometry (same formula, charge and spin): 283.7 kJ/mol
- HOMO energy: -8.97 eV

Last column: Mulliken charge in e.
Element x y z (Å)
C: -2.366 -2.088 -0.678  -0.48
C: -2.109 -1.247 0.269  -0.32
S: -2.434 0.500 0.051  1.15
O: -3.382 0.690 -1.025  -0.63
O: -2.667 1.082 1.321  -0.66
N: -0.943 1.081 -0.516  -0.41
C: 0.082 1.627 0.274  -0.62
C: 1.356 0.789 0.321  0.63
C: 2.560 0.934 0.876  -0.84
C: 3.388 -0.113 0.338  -0.32
C: 2.605 -0.836 -0.560  -0.51
O: 1.321 -0.306 -0.568  -0.28
H: -3.077 -1.786 -1.448  0.28
H: -1.971 -3.143 -0.773  0.25
H: -1.730 -1.712 1.182  0.33
H: -0.600 0.346 -1.221  0.40
H: -0.398 1.681 1.312  0.27
H: 0.207 2.650 0.123  0.39
H: 2.899 1.763 1.441  0.43
H: 4.413 -0.230 0.405  0.43
H: 2.846 -1.680 -1.124  0.49

=====

The following is a quantum chemistry calculation of the ion C7H9NO4PS with charge -1, from the OMol25 dataset.

- Multiplicity: 3
- Charge: -1
- HOMO energy (alpha / beta): -2.23 / -5.65 eV

Last column: Mulliken charge in e.
Element x y z (Å)
C: 2.825 0.465 -0.664  -0.50
C: 3.201 -0.395 0.352  -0.33
C: 1.623 1.156 -0.589  -0.60
C: 2.329 -0.479 1.452  -0.81
C: 0.711 0.696 0.336  0.81
C: -0.739 1.017 0.473  -1.37
C: -1.519 0.122 -0.507  -0.23
N: 1.114 -0.018 1.375  -0.05
O: -3.638 1.759 0.461  -0.67
O: -4.094 0.138 -1.326  -0.65
O: -3.422 -0.666 0.938  -0.65
O: -0.054 -2.070 -0.951  -0.55
P: -1.295 -1.590 0.182  0.11
S: -3.386 0.415 -0.093  1.19
H: 3.528 0.779 -1.567  0.18
H: 4.105 -0.793 0.207  0.55
H: 1.230 1.893 -1.162  0.59
H: 2.771 -0.977 2.272  0.34
H: -1.162 2.072 0.166  0.38
H: -1.196 0.841 1.390  0.56
H: -1.227 0.408 -1.595  0.40
H: 0.546 -2.608 -0.396  0.29
H: -2.252 -2.165 -0.752  0.02

=====

The following is a quantum chemistry calculation of the molecule C7H9NO5, from the OMol25 dataset.

- SMILES: CC(=O)N(C(C)=O)[C@@H]1COC(=O)O1
- Multiplicity: 1
- Energy relative to the best compared isomer or geometry (same formula, charge and spin): 0.0 kJ/mol
- HOMO energy: -10.57 eV

Last column: Mulliken charge in e.
Element x y z (Å)
C: -1.057 -2.393 0.546  -1.11
C: -0.196 -1.597 -0.391  0.60
O: 0.543 -2.074 -1.203  -0.54
N: -0.266 -0.183 -0.183  0.20
C: -1.520 0.399 -0.668  0.49
C: -2.097 1.463 0.210  -1.18
O: -2.002 0.005 -1.685  -0.51
C: 0.910 0.513 -0.681  0.22
C: 2.209 -0.129 -0.175  -0.52
O: 2.993 0.999 0.220  -0.36
C: 2.084 1.890 0.703  0.57
O: 2.241 2.634 1.614  -0.50
O: 0.962 1.813 -0.067  -0.32
H: -0.500 -2.538 1.475  0.27
H: -1.313 -3.349 0.097  0.35
H: -1.965 -1.842 0.800  0.32
H: -1.487 2.365 0.112  0.29
H: -3.130 1.653 -0.073  0.39
H: -2.017 1.159 1.254  0.33
H: 0.881 0.691 -1.759  0.30
H: 2.742 -0.765 -0.871  0.35
H: 1.984 -0.715 0.724  0.34

=====

The following is a quantum chemistry calculation of the ion C7H9O3S with charge -1, from the OMol25 dataset.

- SMILES: C[S@@]1([O-])#CC(=O)CCCC1=O
- Multiplicity: 1
- Charge: -1
- Energy relative to the best compared isomer or geometry (same formula, charge and spin): 554.6 kJ/mol
- HOMO energy (alpha / beta): -2.98 / -2.98 eV

Last column: Mulliken charge in e.
Element x y z (Å)
C: -2.325 -0.430 -0.146  -1.03
S: -0.735 -1.248 -0.696  1.18
O: -1.151 -2.548 -1.184  -0.87
C: 0.286 -0.610 -1.853  -0.98
C: 1.179 0.434 -1.711  0.71
O: 1.367 1.160 -2.709  -0.73
C: 1.787 0.834 -0.392  -0.53
C: 0.528 1.041 0.456  -1.10
C: 0.062 0.094 1.529  -0.96
C: 0.251 -1.356 1.106  0.19
O: 1.302 -1.880 1.273  -0.48
H: -2.737 -0.341 -1.145  0.39
H: -1.973 0.454 0.429  0.31
H: -2.774 -1.205 0.437  0.31
H: 2.478 0.193 0.068  0.36
H: 2.273 1.776 -0.470  0.34
H: -0.222 1.198 -0.225  0.64
H: 0.622 1.978 0.973  0.51
H: -0.988 0.291 1.911  0.28
H: 0.771 0.165 2.347  0.46

=====

The following is a quantum chemistry calculation of the molecule C7HN, from the OMol25 dataset.

- SMILES: C#CC#CC#CC#N
- Multiplicity: 1
- Energy relative to the best compared isomer or geometry (same formula, charge and spin): 226.5 kJ/mol
- HOMO energy: -9.40 eV

Last column: Mulliken charge in e.
Element x y z (Å)
C: -3.850 0.270 0.032  -0.34
C: -2.590 -0.148 -0.090  -0.57
C: -1.208 -0.263 -0.150  1.02
C: 0.000 -0.280 -0.054  0.16
C: 1.348 -0.432 -0.101  -0.44
C: 2.560 -0.235 0.302  -0.03
C: 3.787 0.088 0.117  0.27
N: 4.950 0.254 -0.231  -0.42
H: -4.998 0.747 0.174  0.35

=====

The following is a quantum chemistry calculation of the molecule C7HN5, from the OMol25 dataset.

- Multiplicity: 1
- Energy relative to the best compared isomer or geometry (same formula, charge and spin): 14.5 kJ/mol
- HOMO energy: -10.56 eV

Last column: Mulliken charge in e.
Element x y z (Å)
C: -0.204 -0.955 -1.635  0.27
C: -0.183 1.168 -0.583  0.66
C: 2.627 -0.455 1.466  0.12
C: 3.296 -0.260 -0.815  0.16
C: 2.302 1.664 0.364  0.25
C: -0.701 -0.007 -0.692  -0.63
C: 2.618 0.366 0.276  0.41
N: 0.137 -1.753 -2.392  -0.35
N: 0.350 2.238 -0.426  -0.20
N: 2.403 -1.233 2.228  -0.30
N: 3.807 -0.753 -1.732  -0.33
N: 1.516 2.608 0.279  -0.41
H: -1.688 -0.302 -0.330  0.36

=====

What did the second record say?
The following is a quantum chemistry calculation of the molecule C7H9NO2S, from the OMol25 dataset.

- SMILES: C=CC1=N[C@@](S)(CC)C(=O)O1
- Multiplicity: 1
- Energy relative to the best compared isomer or geometry (same formula, charge and spin): 187.3 kJ/mol
- HOMO energy: -9.23 eV

Last column: Mulliken charge in e.
Element x y z (Å)
C: 3.155 1.293 -0.922  -0.60
C: 2.282 1.583 0.031  -0.39
C: 0.983 0.940 0.118  0.76
N: 0.458 0.183 -0.742  -0.51
C: -0.916 -0.067 -0.485  0.53
S: -1.966 0.936 -1.646  -0.26
C: -1.412 -1.505 -0.307  -0.45
C: -0.713 -2.294 0.821  -1.40
C: -1.076 0.952 0.982  0.41
O: -1.991 1.097 1.729  -0.54
O: 0.128 1.486 1.093  -0.38
H: 4.044 1.932 -1.088  0.26
H: 3.025 0.426 -1.596  0.27
H: 2.180 2.566 0.608  0.25
H: -2.892 1.370 -0.632  0.19
H: -2.401 -1.279 -0.130  0.30
H: -1.287 -2.220 -1.086  0.39
H: 0.283 -2.435 0.669  0.40
H: -1.208 -3.316 0.954  0.30
H: -0.678 -1.649 1.628  0.45